Molecular formula: C6H15NO
Method: DFT, the ωB97M-V functional and the def2-TZVPD basis

Values from the calculation:
Strongest force on any atom = 3.83 eV/A
Energy relative to the best compared isomer or geometry (same formula, charge and spin) = 203.2 kcal/mol
Total energy = -9994.9467 eV

```
! wB97M-V def2-TZVPD RIJCOSX def2/J DEFGRID3
* xyz 0 1
C 1.182 -0.703 1.627
N 2.164 -0.017 0.877
C -2.872 1.069 0.271
O -2.391 0.258 -0.702
C -0.034 -0.862 0.732
C 0.382 -1.363 -0.661
C 0.310 -0.132 -1.559
C 1.284 0.951 -1.124
H 1.622 -1.688 1.830
H 0.900 -0.216 2.564
H 2.681 0.664 1.429
H -3.977 0.994 0.335
H -2.512 0.832 1.286
H -2.674 2.145 0.087
H -0.418 0.131 0.508
H -0.864 -1.441 1.113
H 1.304 -1.947 -0.674
H -0.414 -2.024 -1.011
H -0.716 0.220 -1.392
H 0.380 -0.391 -2.616
H 0.885 1.956 -1.253
H 2.212 0.898 -1.693
H 1.566 0.665 0.027
*
```

***

Molecular formula: C4H6FN2
Method: DFT, the ωB97M-V functional and the def2-TZVPD basis

Values from the calculation:
SMILES = Cc1[nH]cc(F)[nH+]1
Strongest force on any atom = 6.45 eV/A
Energy relative to the best compared isomer or geometry (same formula, charge and spin) = 24.8 kcal/mol
Total energy = -9934.5149 eV

```
! wB97M-V def2-TZVPD RIJCOSX def2/J DEFGRID3
* xyz 1 1
C -0.184 1.716 -1.549
C -0.768 2.227 -0.434
C -0.075 0.241 0.093
C 0.200 -0.995 0.811
N 0.256 0.509 -1.207
N -0.700 1.310 0.573
F -1.391 3.712 -0.323
H 0.062 2.217 -2.548
H 0.536 -1.833 0.123
H 1.136 -0.822 1.368
H -0.657 -1.247 1.632
H 0.793 -0.203 -1.808
H -1.100 1.453 1.538
*
```

***

Molecular formula: C18H18F7O18
Method: DFT, the ωB97M-V functional and the def2-TZVPD basis

Values from the calculation:
Strongest force on any atom = 9.13 eV/A
Energy relative to the best compared isomer or geometry (same formula, charge and spin) = 13.1 kcal/mol
Total energy = -74833.9344 eV

```
! wB97M-V def2-TZVPD RIJCOSX def2/J DEFGRID3
* xyz -1 1
F 0.141 0.306 -0.121
C 1.860 -1.813 -1.631
C 0.382 -2.119 -2.002
O 0.217 -3.485 -1.919
C 1.308 -3.958 -1.289
O 1.532 -5.084 -0.967
O 2.124 -2.946 -0.941
F 0.166 -1.483 -3.208
H 1.821 -1.057 -1.000
H 2.488 -1.822 -2.650
H -0.029 -1.519 -1.422
C -0.208 2.916 1.914
C -1.263 1.881 2.291
O -2.509 2.534 1.891
C -2.230 3.644 1.176
O -3.053 4.361 0.714
O -0.965 3.833 1.130
F -1.360 1.898 3.629
H 0.531 2.372 1.149
H 0.233 3.515 2.593
H -1.163 0.951 1.795
C -0.313 -2.890 1.726
C -1.556 -2.339 0.961
O -2.497 -2.260 2.112
C -1.913 -2.308 3.330
O -2.443 -2.214 4.466
O -0.614 -2.581 3.115
F -2.143 -3.268 0.105
H 0.808 -2.548 1.447
H -0.344 -4.143 1.525
H -1.402 -1.355 0.277
C 3.327 0.597 2.221
C 2.583 -0.689 2.209
O 2.441 -1.094 3.501
C 2.892 -0.177 4.278
O 2.894 -0.264 5.504
O 3.395 0.896 3.627
F 3.021 -1.569 1.313
H 3.006 1.375 1.629
H 4.435 0.377 2.005
H 1.624 -0.459 1.834
C -2.905 -0.254 -3.052
C -3.062 0.513 -1.702
O -3.790 -0.347 -0.876
C -4.049 -1.530 -1.551
O -4.607 -2.510 -1.133
O -3.344 -1.539 -2.669
F -3.478 1.773 -1.880
H -1.863 -0.186 -3.331
H -3.546 0.286 -3.690
H -2.062 0.482 -1.270
C 1.771 1.782 -2.479
C 0.856 2.989 -2.052
O 0.988 3.905 -3.103
C 2.091 3.510 -3.862
O 2.525 4.190 -4.723
O 2.557 2.385 -3.518
F 1.224 3.400 -0.867
H 1.088 1.047 -2.890
H 2.430 1.503 -1.597
H -0.059 2.573 -2.079
*
```

***

Molecular formula: C29H24FN6O3Tl
Method: DFT, the ωB97M-V functional and the def2-TZVPD basis

Values from the calculation:
Strongest force on any atom = 0.57 eV/A
Energy relative to the best compared isomer or geometry (same formula, charge and spin) = 13.5 kcal/mol
Total energy = -52941.9294 eV

```
! wB97M-V def2-TZVPD RIJCOSX def2/J DEFGRID3
* xyz 2 1
Tl -0.829 -0.639 2.397
C -3.398 0.195 -5.186
C -3.927 1.223 -4.199
C -4.000 2.602 -4.828
C -4.533 3.619 -3.841
C -3.681 3.639 -2.607
C -3.554 4.790 -1.853
C -2.763 4.794 -0.713
F -2.658 5.926 -0.010
C -2.094 3.679 -0.292
C -2.209 2.503 -1.033
C -1.512 1.304 -0.553
O -0.864 1.316 0.498
C -1.683 0.117 -1.374
C -2.461 0.207 -2.537
N -3.077 1.291 -2.949
C -2.986 2.490 -2.196
C -1.037 -1.157 -1.036
O -0.797 -1.791 -2.132
O -0.653 -1.522 0.075
H -3.910 0.350 -6.134
H -3.590 -0.836 -4.894
H -2.328 0.325 -5.359
H -4.923 0.931 -3.856
H -4.650 2.537 -5.700
H -3.006 2.887 -5.187
H -5.559 3.357 -3.564
H -4.573 4.616 -4.278
H -4.066 5.697 -2.146
H -1.473 3.687 0.591
H -2.577 -0.669 -3.154
N 5.192 -9.178 -0.571
C 4.775 -8.223 -0.090
C 4.259 -7.020 0.510
C 4.957 -6.411 1.547
C 4.469 -5.251 2.124
C 3.279 -4.715 1.659
C 2.570 -5.315 0.630
C 3.067 -6.469 0.051
N 2.772 -3.508 2.256
C 3.062 -3.029 3.516
C 2.350 -1.881 3.652
N 1.636 -1.630 2.494
C 1.913 -2.640 1.689
H 5.885 -6.841 1.896
H 5.036 -4.771 2.908
H 1.626 -4.917 0.286
H 2.524 -6.951 -0.750
H 3.700 -3.562 4.196
H 2.284 -1.255 4.528
H 1.538 -2.747 0.685
N 2.923 1.173 2.872
C 2.169 2.192 3.226
C 2.741 3.402 3.737
C 1.895 4.448 4.024
C 0.537 4.274 3.801
C 0.057 3.018 3.300
N 0.827 2.008 3.036
H 3.931 1.189 2.944
H 2.483 0.335 2.481
H 3.813 3.472 3.866
H 2.283 5.382 4.406
H -0.174 5.062 4.005
H -1.008 2.893 3.137
*
```